Record 1
Density functional theory data (the ωB97M-V functional and the def2-TZVPD basis) for C33H24N7O7ReS2 as an isolated structure.

```
74
Properties=species:S:1:pos:R:3
Re 0.119 -0.838 0.686
C -0.795 2.904 -1.523
C -0.713 1.874 -0.437
N -0.013 0.793 -0.630
N 0.694 0.737 -1.839
C 1.779 0.052 -1.735
S 2.307 -0.734 -0.267
S 2.843 -0.178 -3.107
C 2.598 1.382 -4.036
C 3.524 2.461 -3.554
C 4.765 2.638 -4.156
C 5.644 3.603 -3.689
C 5.292 4.401 -2.610
C 4.055 4.232 -2.003
C 3.178 3.267 -2.474
C -1.327 2.136 0.862
C -2.373 3.072 0.977
C -2.846 3.475 2.203
C -2.237 2.991 3.364
C -1.222 2.065 3.289
C -0.795 1.580 2.046
O 0.093 0.585 2.051
H 0.208 3.202 -1.820
H -1.336 3.784 -1.199
H -1.263 2.479 -2.412
H 1.547 1.646 -3.948
H 2.802 1.116 -5.072
H 5.044 2.019 -5.000
H 6.603 3.735 -4.170
H 5.977 5.155 -2.247
H 3.772 4.858 -1.167
H 2.217 3.135 -1.994
H -2.826 3.471 0.080
H -3.662 4.181 2.267
H -2.572 3.337 4.334
H -0.756 1.660 4.178
O 1.099 -3.755 6.116
C 2.218 -3.058 5.979
O 3.045 -2.992 6.848
C 2.420 -2.306 4.702
C 3.521 -1.506 4.498
N 3.396 -0.968 3.272
N 2.290 -1.370 2.651
C 1.680 -2.177 3.501
C 0.398 -2.785 3.067
O -0.199 -3.575 3.770
O -0.063 -2.443 1.884
H 0.541 -3.726 5.304
H 4.354 -1.305 5.150
H 4.024 -0.338 2.802
O -6.568 -1.429 -1.652
N -5.886 -2.343 -2.070
O -6.275 -3.245 -2.772
C -4.452 -2.340 -1.697
C -3.617 -2.993 -2.525
C -2.208 -3.001 -2.275
C -1.305 -3.760 -3.041
C 0.018 -3.766 -2.691
C 0.446 -2.976 -1.621
N -0.380 -2.217 -0.912
C -1.708 -2.259 -1.209
C -2.616 -1.597 -0.314
N -2.059 -1.014 0.779
C -2.845 -0.615 1.763
C -4.235 -0.676 1.669
C -4.818 -1.162 0.529
C -3.999 -1.666 -0.506
H -4.019 -3.521 -3.379
H -1.667 -4.344 -3.877
H 0.745 -4.356 -3.228
H 1.489 -2.938 -1.341
H -2.362 -0.237 2.652
H -4.835 -0.331 2.498
H -5.891 -1.184 0.429
```

Output
- calculated total energy (hartree) = -3056.40021
- LUMO level (alpha / beta) (eV) = -4.285 / -4.599
- total charge = +1
- 2S+1 = 4
- relative energy (zero: lowest compared OMol25 entry of this formula, charge and spin) (kJ/mol) = 0.00

***

Record 2
Density functional theory data (the ωB97M-V functional and the def2-TZVPD basis) for C4H6LiO2Tb as an isolated structure.

```
14
Properties=species:S:1:pos:R:3
O -0.959 0.815 1.718
C -0.601 1.795 0.860
C 0.670 2.347 1.030
Tb -1.491 -1.025 -0.714
Li 1.091 -1.414 1.890
H 1.256 2.080 1.931
H 1.022 3.183 0.420
C 1.886 -1.497 -0.388
C 2.165 -0.172 -0.151
O 0.815 -1.877 -1.193
H 2.674 -2.253 -0.394
H 2.115 0.807 0.307
H 3.228 -0.012 -0.369
H 1.005 -1.720 -2.127
```

Output
- calculated total energy (hartree) = -1137.92007
- LUMO level (alpha / beta) (eV) = -4.521 / -4.943
- total charge = +1
- 2S+1 = 8

***

Record 3
Density functional theory data (the ωB97M-V functional and the def2-TZVPD basis) for a 2-piece molecular cluster, C14H16O2 overall.

```
32
Properties=species:S:1:pos:R:3
C -3.060 1.124 2.091
C -2.866 2.730 0.235
C -2.435 1.523 0.871
C -2.108 3.269 -0.789
C -1.089 2.541 -1.385
C -1.395 0.917 0.225
C -0.723 1.258 -0.916
O -0.432 3.188 -2.495
H -3.836 3.047 0.425
H -2.425 4.209 -1.211
H -2.292 1.172 2.874
H -3.123 -0.055 2.132
H -0.984 0.028 0.882
H 0.474 2.914 -2.775
H 0.069 0.687 -1.264
H -3.952 1.543 2.543
C -0.118 -2.187 1.260
C 2.000 -1.048 0.791
C 1.181 -2.138 0.482
C 3.105 -0.710 -0.072
C 3.415 -1.654 -1.065
C 1.567 -3.103 -0.484
C 2.601 -2.888 -1.255
O 4.311 -1.407 -2.150
H 1.677 -0.424 1.705
H 3.788 0.074 0.064
H -0.748 -1.241 0.969
H 0.152 -2.308 2.326
H 0.893 -3.928 -0.856
H 4.522 -0.521 -2.193
H 2.765 -3.700 -2.045
H -0.937 -2.911 1.080
```

Output
- calculated total energy (hartree) = -693.43223
- LUMO level (eV) = 0.522
- total charge = 0
- relative energy (zero: lowest compared OMol25 entry of this formula, charge and spin) (kJ/mol) = 326.35

***

Record 4
Density functional theory data (the ωB97M-V functional and the def2-TZVPD basis) for C17H40CuN7O9 as an isolated structure.

```
74
Properties=species:S:1:pos:R:3
Cu 0.086 -0.019 -0.023
N 3.469 0.978 -0.047
O 2.275 0.559 0.020
O 3.810 1.944 0.633
O 4.248 0.378 -0.815
C -1.998 3.004 1.870
C -0.584 2.493 2.003
O -0.120 1.513 1.432
N 0.236 3.289 2.704
C 1.661 3.017 2.822
H -2.529 2.525 2.699
H -2.528 2.810 0.946
H -2.021 4.073 2.075
H -0.096 4.127 3.145
H 1.975 3.578 3.708
H 2.269 3.461 2.036
H 1.983 1.996 2.997
C 0.281 -0.804 3.884
C 0.993 -1.637 2.842
O 0.780 -1.327 1.664
N 1.624 -2.746 3.212
C 2.311 -3.631 2.297
H 0.890 -0.041 4.364
H -0.158 -1.510 4.602
H -0.608 -0.327 3.478
H 1.558 -2.953 4.195
H 3.231 -3.198 1.914
H 1.645 -3.897 1.472
H 2.510 -4.630 2.684
C -3.964 -0.007 1.755
C -2.866 -0.977 1.405
O -1.957 -0.642 0.656
N -2.952 -2.160 2.020
C -2.149 -3.320 1.661
H -4.977 -0.266 1.433
H -3.883 0.959 1.260
H -4.007 0.243 2.818
H -3.594 -2.295 2.781
H -1.889 -3.370 0.609
H -2.655 -4.233 1.986
H -1.232 -3.517 2.231
C 1.293 -3.236 -3.001
C 1.698 -2.210 -1.991
O 0.912 -1.579 -1.295
N 3.010 -1.934 -1.949
C 4.114 -2.514 -2.689
H 0.276 -3.613 -2.985
H 2.030 -4.040 -3.016
H 1.426 -2.799 -3.998
H 3.185 -1.134 -1.334
H 4.992 -1.875 -2.673
H 3.892 -2.495 -3.763
H 4.217 -3.555 -2.390
C -3.346 1.114 -1.894
C -2.237 0.368 -2.607
O -1.333 -0.195 -2.003
N -2.362 0.337 -3.944
C -1.367 -0.318 -4.759
H -3.952 1.756 -2.532
H -2.998 1.637 -1.004
H -4.041 0.373 -1.488
H -2.889 1.154 -4.209
H -1.657 -0.296 -5.806
H -1.171 -1.348 -4.471
H -0.414 0.206 -4.639
O 0.219 1.952 -1.247
C 0.584 3.114 -1.400
N 1.628 3.629 -0.720
C -0.078 3.930 -2.468
H 2.248 2.988 -0.234
H 1.755 4.623 -0.741
H 0.169 4.992 -2.359
H -1.161 3.900 -2.372
H 0.291 3.627 -3.445
```

Output
- calculated total energy (hartree) = -3372.45054
- LUMO level (alpha / beta) (eV) = -1.878 / -4.170
- total charge = +1
- 2S+1 = 2

***

Record 5
Density functional theory data (the ωB97M-V functional and the def2-TZVPD basis) for a 2-piece molecular cluster, C9H14O overall.

```
24
Properties=species:S:1:pos:R:3
C -0.062 0.778 -2.437
C 1.177 1.668 1.651
C 1.366 0.417 1.098
C 0.561 2.623 0.826
C 1.050 0.158 -0.242
C 0.050 2.285 -0.407
C 0.345 1.057 -1.018
O 1.760 2.197 2.778
H 1.808 -0.414 1.645
H 2.442 1.581 3.088
H 0.669 3.655 1.149
H 1.686 -0.603 -0.635
H -0.580 2.997 -0.926
H -0.678 -0.107 -2.394
H 0.760 0.606 -3.129
H -0.754 1.524 -2.809
C -1.482 -1.790 0.386
C -1.445 -3.255 -0.027
H -1.021 -1.676 1.375
H -0.835 -1.204 -0.231
H -2.496 -1.472 0.586
H -2.124 -3.553 -0.828
H -1.768 -3.901 0.783
H -0.431 -3.569 -0.283
```

Output
- calculated total energy (hartree) = -426.53560
- LUMO level (eV) = 0.848
- total charge = 0
- relative energy (zero: lowest compared OMol25 entry of this formula, charge and spin) (kJ/mol) = 97.63

***

Record 6
Density functional theory data (the ωB97M-V functional and the def2-TZVPD basis) for C40H105AgF3N9O11 as an isolated structure.

```
169
Properties=species:S:1:pos:R:3
Ag 9.141 -6.469 9.480
C 11.550 -8.354 7.981
O 11.060 -9.162 9.090
O 10.948 -7.237 7.933
C 13.084 -8.348 7.894
F 13.679 -7.930 9.057
F 13.578 -9.580 7.653
F 13.504 -7.568 6.908
C 11.598 -10.466 9.304
C 10.841 -11.112 10.427
H 9.747 -11.062 10.378
H 11.056 -12.186 10.498
H 11.075 -10.728 11.424
H 12.648 -10.402 9.593
H 11.502 -11.095 8.407
H 11.284 -8.990 7.087
C 13.538 -5.120 5.234
C 13.578 -4.460 6.621
C 14.132 -3.075 6.588
O 15.390 -3.089 5.989
C 16.062 -1.853 6.079
N 12.231 -4.478 7.244
H 14.542 -5.420 4.909
H 13.170 -4.420 4.475
H 12.969 -6.046 5.195
H 14.191 -5.128 7.236
H 14.200 -2.726 7.631
H 13.453 -2.390 6.055
H 15.969 -1.456 7.097
H 15.624 -1.103 5.406
H 17.098 -2.018 5.797
H 11.572 -4.065 6.583
H 11.939 -5.459 7.315
C 8.725 -14.421 6.584
C 9.827 -15.122 5.839
C 10.990 -15.448 6.737
O 11.575 -14.200 7.101
C 12.361 -14.282 8.292
N 9.318 -16.354 5.203
H 7.913 -14.152 5.895
H 9.078 -13.530 7.101
H 8.185 -15.067 7.287
H 10.263 -14.476 5.066
H 11.782 -16.010 6.226
H 10.648 -16.035 7.599
H 12.716 -13.278 8.525
H 13.265 -14.895 8.151
H 11.771 -14.728 9.099
H 8.394 -16.203 4.812
H 9.891 -16.537 4.381
C 11.603 -7.868 13.527
C 10.403 -7.360 12.715
C 9.812 -6.128 13.381
O 9.483 -6.324 14.723
C 8.483 -7.281 14.948
N 10.804 -7.011 11.341
H 11.304 -7.972 14.572
H 12.425 -7.154 13.473
H 11.920 -8.827 13.121
H 9.627 -8.128 12.621
H 8.936 -5.756 12.832
H 10.602 -5.372 13.374
H 8.786 -8.276 14.606
H 7.530 -6.997 14.473
H 8.274 -7.325 16.015
H 11.235 -7.813 10.883
H 11.565 -6.312 11.356
C 8.118 -9.953 7.236
C 7.450 -9.716 8.579
C 7.172 -11.033 9.293
O 6.397 -10.699 10.432
C 6.279 -11.780 11.365
N 8.380 -8.902 9.389
H 9.122 -10.358 7.378
H 8.225 -9.020 6.676
H 7.492 -10.582 6.596
H 6.512 -9.164 8.536
H 8.120 -11.511 9.556
H 6.485 -11.602 8.651
H 5.706 -12.591 10.888
H 5.705 -11.426 12.217
H 7.257 -12.160 11.679
H 8.181 -9.104 10.366
H 9.355 -9.089 9.167
C 8.512 -7.144 3.058
C 9.182 -7.751 4.285
C 10.406 -8.579 3.924
O 11.326 -7.774 3.228
C 12.544 -8.425 3.028
N 9.460 -6.794 5.326
H 9.226 -6.547 2.482
H 7.722 -6.459 3.369
H 8.130 -7.928 2.409
H 8.458 -8.487 4.668
H 10.128 -9.454 3.314
H 10.883 -8.914 4.860
H 13.068 -8.630 3.977
H 13.198 -7.773 2.447
H 12.440 -9.374 2.484
H 10.096 -7.068 6.078
H 9.844 -5.923 4.974
C 18.992 -5.418 5.048
C 17.555 -5.865 4.813
C 16.839 -6.180 6.116
O 17.593 -7.143 6.818
C 16.998 -7.460 8.042
N 16.854 -4.823 4.020
H 19.617 -6.281 5.297
H 19.063 -4.683 5.853
H 19.441 -4.984 4.156
H 17.468 -6.745 4.171
H 15.858 -6.614 5.848
H 16.623 -5.305 6.748
H 15.926 -7.649 7.905
H 17.190 -6.653 8.756
H 17.448 -8.380 8.412
H 16.139 -5.198 3.411
H 16.390 -4.126 4.603
C 10.891 -15.020 14.136
C 10.585 -13.865 13.234
C 9.290 -14.044 12.456
O 9.543 -14.978 11.445
C 8.380 -15.332 10.715
N 10.494 -12.632 14.061
H 10.271 -14.998 15.031
H 11.930 -14.955 14.479
H 10.819 -15.996 13.654
H 11.381 -13.632 12.513
H 8.995 -13.067 12.030
H 8.520 -14.333 13.189
H 8.708 -15.946 9.878
H 7.891 -14.434 10.316
H 7.693 -15.912 11.338
H 11.383 -12.348 14.452
H 10.199 -11.858 13.469
C 11.453 -11.773 4.242
C 12.908 -12.224 4.275
C 13.744 -11.356 5.212
O 15.039 -11.869 5.299
C 15.747 -11.402 6.414
N 13.031 -13.679 4.602
H 10.978 -12.073 5.188
H 10.879 -12.191 3.420
H 11.398 -10.681 4.197
H 13.320 -12.120 3.258
H 13.232 -11.327 6.188
H 13.698 -10.309 4.867
H 16.686 -11.962 6.492
H 15.261 -11.562 7.387
H 16.049 -10.347 6.362
H 14.023 -13.853 4.731
H 12.569 -13.767 5.523
C 15.507 -4.950 9.930
C 14.468 -5.188 11.030
C 14.514 -4.135 12.117
O 15.656 -4.314 12.911
C 15.613 -3.503 14.065
N 13.087 -5.208 10.467
H 15.648 -5.806 9.273
H 16.485 -4.755 10.400
H 15.320 -4.036 9.357
H 14.700 -6.162 11.470
H 13.617 -4.326 12.733
H 14.415 -3.111 11.728
H 15.495 -2.456 13.759
H 16.597 -3.562 14.529
H 14.844 -3.824 14.772
H 12.972 -4.415 9.827
H 13.087 -5.956 9.773
```

Output
- calculated total energy (hartree) = -3353.87190
- LUMO level (eV) = -0.455
- total charge = 0
- relative energy (zero: lowest compared OMol25 entry of this formula, charge and spin) (kJ/mol) = 0.00